[1]
Molecular formula: C7H21NO3P2Si
Method: DFT, ωB97M-V/def2-TZVPD

The geometry in XYZ format:
```
35
Properties=species:S:1:pos:R:3:forces:R:3:nbo_charge:R:1
C 0.0309 -2.5324 3.1392 0.02 0.12 0.00 -0.603
C -0.4293 -2.4045 1.6896 -0.06 -0.01 -0.02 -0.396
C -0.2807 -0.9752 1.1626 0.11 -0.11 0.00 -0.398
C -0.2489 -0.8875 -0.3665 -0.25 0.12 0.00 -0.666
C -1.5849 -1.3491 -0.9784 0.02 -0.10 -0.07 -0.614
Si 0.1895 0.8441 -0.9609 0.17 -0.19 0.23 1.133
C 0.8250 0.7934 -2.7453 -0.12 -0.10 0.08 -0.665
N 1.9133 -0.1565 -2.9897 0.00 0.00 -0.23 -0.628
C 3.0141 -0.1209 -2.0430 -0.01 0.03 0.03 -0.419
P -1.5282 2.3159 -0.8828 -0.19 0.40 -0.27 -0.297
P -1.1240 3.0928 1.1110 -0.06 0.13 0.00 2.103
O -0.7317 2.1180 2.1388 -0.08 0.04 -0.01 -1.098
O -0.0848 4.2819 0.8354 0.12 -0.28 -0.01 -0.985
O -2.3966 4.0000 1.4693 -0.15 -0.34 0.12 -0.984
H -0.3046 -1.6690 3.7190 -0.06 -0.07 0.03 0.208
H 1.1209 -2.5514 3.2000 -0.01 0.00 0.01 0.202
H -0.3539 -3.4337 3.6172 0.04 -0.01 -0.02 0.207
H 0.1458 -3.0845 1.0505 -0.02 -0.03 0.06 0.188
H -1.4750 -2.7173 1.6144 0.03 0.00 -0.07 0.195
H -1.1054 -0.3603 1.5323 0.04 0.03 0.07 0.218
H 0.6220 -0.5238 1.5869 0.03 -0.05 -0.05 0.210
H 0.5441 -1.5504 -0.7406 0.04 0.10 0.01 0.223
H -1.6353 -2.4367 -1.0623 -0.01 0.02 0.05 0.217
H -1.7632 -0.9455 -1.9805 0.03 -0.03 0.01 0.201
H -2.4185 -1.0350 -0.3458 0.01 0.05 -0.04 0.209
H 1.2334 1.4483 -0.0878 -0.01 0.04 -0.04 -0.179
H -0.0070 0.5264 -3.4047 0.02 0.05 -0.02 0.225
H 1.1368 1.7952 -3.0629 0.00 -0.01 0.05 0.218
H 1.5470 -1.0919 -3.0963 0.04 -0.01 0.04 0.355
H 2.8120 -0.6238 -1.0853 -0.01 0.09 0.01 0.167
H 3.9001 -0.5799 -2.4821 -0.02 -0.04 0.00 0.205
H 3.2584 0.9210 -1.8267 0.03 -0.04 -0.01 0.197
H -2.5912 1.4828 -0.4723 0.10 -0.19 0.10 0.025
H 0.8120 3.9216 0.7621 -0.09 0.14 0.08 0.511
H -3.0421 3.4881 1.9856 0.26 0.24 -0.12 0.513
```
Positions in Å, forces in eV/Å.

orbital gap: 0.333 Eh
HOMO: -0.31273 Ha
SMILES: CCC[C@@H](C)[Si@@H](CNC)PP(=O)(O)O
LUMO: 0.5 eV
spin multiplicity: 1

[2]
Molecular formula: C7H21O5
Method: DFT, ωB97M-V/def2-TZVPD

The geometry in XYZ format:
```
33
Properties=species:S:1:pos:R:3:forces:R:3:nbo_charge:R:1
C -1.5651 -1.4875 -0.8636 0.31 0.01 1.24 -0.072
O -1.3602 -2.8287 -1.3551 -1.01 -1.82 2.50 -0.753
C -0.5554 -0.6184 -1.7190 -2.98 0.30 0.59 -0.426
C -0.2182 0.7335 -1.1664 -0.16 3.59 -0.28 -0.449
C 1.2787 1.1312 -1.3682 -1.35 -1.48 0.54 0.055
C 1.9221 0.7597 -2.4429 2.89 1.24 -2.78 -0.464
C 2.0074 1.8181 -0.3130 3.31 -0.10 2.35 -0.430
C 1.7525 1.3697 1.1281 -0.22 -2.11 1.07 -0.640
H -1.2541 -1.5209 0.2391 -0.30 0.70 -1.48 0.195
H -2.7130 -1.2557 -0.8318 2.10 0.10 -0.59 0.161
H -0.9713 -0.5081 -2.7259 0.21 -0.27 -0.01 0.197
H 0.3547 -1.1254 -1.7623 1.20 -1.37 -0.17 0.222
H -0.5255 0.8896 -0.1342 0.35 -0.49 0.27 0.255
H -0.8309 1.5958 -1.6327 0.71 -1.32 0.26 0.213
H 3.0618 0.9378 -2.4807 -1.82 -0.19 0.08 0.177
H 1.4947 0.7572 -3.4615 -0.19 -1.13 0.72 0.193
H 3.2290 2.0140 -0.4149 -3.19 -0.92 -0.48 0.185
H 1.6080 2.7680 -0.2821 -0.68 2.64 -0.43 0.217
H 0.8046 1.7403 1.5725 0.61 0.19 -0.41 0.245
H 1.5771 0.2363 1.1451 0.67 1.38 0.28 0.231
H 2.6057 1.6548 1.8126 -0.94 -0.41 -0.73 0.197
H -2.4734 2.6699 2.0959 2.02 -0.04 -0.36 0.458
H -1.6100 1.5557 1.5521 -0.35 1.38 1.06 0.503
O -1.4994 2.5805 1.8483 -1.80 -0.89 -0.37 -1.058
H 0.9013 -3.6482 -0.3044 -0.53 0.30 1.41 0.472
H 0.0607 -3.1799 0.8789 -4.80 3.61 1.40 0.465
O 0.7779 -3.6379 0.6769 5.51 -3.82 -2.62 -0.935
H -1.5542 -3.4154 -0.5205 0.48 1.40 -2.73 0.465
H 0.1188 -0.5756 3.2158 2.02 2.88 3.99 0.443
O -0.1990 -1.0699 2.5565 -3.42 -1.80 -4.78 -1.048
H -2.7825 -0.1087 1.0489 -0.86 -0.83 -1.64 0.419
H -1.0397 -0.4789 2.1936 0.79 -1.17 0.70 0.513
O -2.4030 0.2472 1.8147 1.41 0.45 1.38 -1.208
```
Positions in Å, forces in eV/Å.

orbital gap: 0.305 Eh
HOMO: -0.18337 Ha
ΔE to the lowest compared entry with this formula, charge and spin: 262.0 kJ/mol
LUMO: 3.3 eV
charge: -1
spin multiplicity: 1